A molecular structure, C5H6AgO5 in a non-equilibrium geometry. Source: the Open Molecules 2025 dataset; level of theory: ωB97M-V/def2-TZVPD.

Its HOMO energy is -2.5 eV. The value obtained for the LUMO energy is 2.975 eV. As for the energy relative to the best compared isomer or geometry (same formula, charge and spin): 33.8 kcal per mole. Its total energy is -717.23854 a.u. The strongest force on any atom is 2.27 eV/A.

The geometry in ORCA input format:
```
! RIJCOSX wB97M-V def2-TZVPD def2/J DEFGRID3
* xyz -1 1
H -3.02007 -1.30927 -1.56392
O -1.92681 0.96352 0.01780
C -1.99625 -1.02185 -1.32495
C -1.74939 -0.25970 -0.22547
H -1.17864 -1.36702 -1.95765
H -0.39706 -2.89781 0.83858
C 0.00950 -1.86906 0.90530
C 0.81220 -1.70773 2.19880
O 1.21264 -0.43276 2.50525
C -0.63060 0.21118 4.70197
O -0.09368 -0.21731 5.64574
O -1.40791 0.66386 3.94565
Ag -0.18102 1.12566 1.66522
O -1.03869 -0.92145 0.94976
H 0.63990 -1.72240 0.01064
H 1.63804 -2.45838 2.15999
H 0.10138 -2.02905 3.00340
*
```

=====

C2H4N2OS2 in the gas phase in a non-equilibrium geometry. Source: the Open Molecules 2025 dataset; level of theory: ωB97M-V/def2-TZVPD.

Its HOMO energy is -8.6 eV. The structure (SMILES) is N/C(=N/S)C(=O)S. The value obtained for the LUMO energy is 0.242 eV. As for the energy relative to the best compared isomer or geometry (same formula, charge and spin): 19.5 kcal per mole. Its total energy is -1059.71223 a.u. The strongest force on any atom is 2.02 eV/A.

The geometry in ORCA input format:
```
! RIJCOSX wB97M-V def2-TZVPD def2/J DEFGRID3
* xyz 0 1
N 1.12093 -0.90492 -1.08572
C 0.15655 -0.37773 -0.31186
N -1.03520 -0.20899 -0.70442
S -2.24592 0.57296 0.15550
C 0.78312 0.07507 1.01089
O 1.49090 -0.68837 1.63637
S 0.49601 1.70694 1.72922
H 0.88192 -1.40290 -1.94022
H 1.90031 -1.33222 -0.60912
H -3.20542 0.31084 -0.73598
H -0.34320 2.24933 0.85534
*
```

=====

9 unconnected molecules or ions with the total composition C3H24O9. Source: the Open Molecules 2025 dataset; level of theory: ωB97M-V/def2-TZVPD.

Its HOMO energy is -10.2 eV. The structure (SMILES) is CO.CO.CO.O.O.O.O.O.O. The value obtained for the LUMO energy is -0.499 eV. As for the energy relative to the best compared isomer or geometry (same formula, charge and spin): 44.3 kcal per mole. Its total energy is -805.80272 a.u. The strongest force on any atom is 0.60 eV/A.

The geometry in ORCA input format:
```
! RIJCOSX wB97M-V def2-TZVPD def2/J DEFGRID3
* xyz 0 1
C 7.16666 -8.11317 -10.44251
O 6.25076 -8.34349 -11.50415
H 7.75853 -9.01073 -10.22989
H 7.87223 -7.31104 -10.68764
H 6.60642 -7.80111 -9.56787
H 6.74602 -8.37849 -12.33110
C 9.31326 -13.88381 -13.22085
O 9.25503 -12.53347 -13.64562
H 10.34298 -14.23854 -13.27590
H 8.97053 -13.96132 -12.18430
H 8.65239 -14.48425 -13.83519
H 9.94187 -12.05496 -13.16837
C 10.49054 -11.12432 -16.26346
O 10.22665 -10.75376 -17.60542
H 9.93109 -12.03066 -16.06769
H 11.55497 -11.34762 -16.10695
H 10.18646 -10.34211 -15.55883
H 10.66104 -9.92632 -17.82311
O 6.49652 -12.74292 -11.03748
H 7.08747 -12.43396 -10.32637
H 6.75614 -13.65514 -11.19378
O 10.74665 -10.87522 -11.33932
H 10.58590 -10.17314 -11.98390
H 11.69455 -11.04652 -11.38631
O 4.09799 -10.30386 -11.75138
H 4.77902 -9.61935 -11.82740
H 4.40895 -11.02707 -12.30649
O 8.79939 -12.00511 -9.50638
H 9.31569 -11.46787 -10.12447
H 9.37907 -12.72993 -9.25308
O 7.42480 -10.44520 -13.20519
H 7.95216 -11.14013 -13.64363
H 7.43603 -10.68700 -12.27122
O 5.23211 -9.49447 -14.96570
H 5.95370 -9.82256 -14.40892
H 4.64217 -9.03091 -14.36193
*
```

=====

2 unconnected molecules or ions with the total composition C7H10F2N2O3 in a non-equilibrium geometry. Source: the Open Molecules 2025 dataset; level of theory: ωB97M-V/def2-TZVPD.

Its HOMO energy (spin up / spin down) is -7.6 / -8.0 eV. The value obtained for the LUMO energy (spin up / spin down) is -0.061 / 0.171 eV. As for the energy relative to the best compared isomer or geometry (same formula, charge and spin): 48.3 kcal per mole. Its total energy is -807.59941 a.u. The strongest force on any atom is 5.06 eV/A.

The geometry in ORCA input format:
```
! RIJCOSX wB97M-V def2-TZVPD def2/J DEFGRID3
* xyz 0 1
C 0.91543 0.87713 1.69427
C -2.25568 1.75247 -0.82460
C 1.57830 -0.81777 -1.55842
C 2.19052 -0.09579 -0.35025
C 0.37610 -1.49750 -1.01606
C 1.26476 -0.43761 0.82142
C -1.01105 -1.26152 0.86942
N -2.71124 0.83362 -0.03133
N 0.18872 -1.18963 0.27498
O 0.13916 1.73233 1.11752
O 1.29806 0.88034 2.82624
O -1.10055 2.12996 -0.99378
F -1.77068 -2.32989 0.34216
F -0.94981 -1.39473 2.23523
H 1.30017 -0.17028 -2.29419
H 2.25211 -1.54458 -2.02746
H 3.29000 -0.31947 -0.10145
H 2.22317 1.07811 -0.58216
H -2.98990 2.22339 -1.47092
H -0.19407 -1.99687 -1.65710
H 1.78494 -1.13080 1.49523
H -3.61542 0.67811 0.39706
H -2.06334 0.44555 0.64898
H -0.13969 1.55544 0.18523
*
```

=====

A gas-phase ion, C3H7NO5P (charge -1) in a non-equilibrium geometry. Source: the Open Molecules 2025 dataset; level of theory: ωB97M-V/def2-TZVPD.

Its HOMO energy is -5.7 eV. The structure (SMILES) is [H]/N=C\[C@@](C)(O)O[P@@](=O)([O-])O. The value obtained for the LUMO energy is 3.754 eV. As for the energy relative to the best compared isomer or geometry (same formula, charge and spin): 7.8 kcal per mole. Its total energy is -890.99398 a.u. The strongest force on any atom is 3.46 eV/A.

The geometry in ORCA input format:
```
! RIJCOSX wB97M-V def2-TZVPD def2/J DEFGRID3
* xyz -1 1
H 2.17579 -1.55588 -0.68382
N 2.43865 -0.58722 -0.35061
C 1.52997 0.22732 -0.08426
C 0.03407 -0.19275 -0.59217
C -0.14778 0.56640 -1.94617
O -0.04744 -1.58901 -0.66597
O -1.16137 0.28479 0.11861
P -1.20950 -0.15755 1.75165
O -2.63595 -0.27249 2.15133
O -0.19920 -1.21411 1.88393
O -0.57150 1.16205 2.44766
H 1.77221 1.34718 -0.14120
H -1.10083 0.42586 -2.36681
H 0.09342 1.55709 -1.67823
H 0.42711 0.20948 -2.74368
H -0.11241 -1.91423 0.26257
H -1.28524 1.70306 2.63719
*
```

=====

2 unconnected molecules or ions with the total composition C5H16NO2PSi in a non-equilibrium geometry. Source: the Open Molecules 2025 dataset; level of theory: ωB97M-V/def2-TZVPD.

Its HOMO energy (spin up / spin down) is -7.8 / -7.5 eV. The value obtained for the LUMO energy (spin up / spin down) is -0.257 / 0.402 eV. As for the energy relative to the best compared isomer or geometry (same formula, charge and spin): 79.5 kcal per mole. Its total energy is -1036.07790 a.u. The strongest force on any atom is 5.43 eV/A.

The geometry in ORCA input format:
```
! RIJCOSX wB97M-V def2-TZVPD def2/J DEFGRID3
* xyz 0 1
C 2.24123 -2.56005 0.50032
C -1.87190 -3.01741 1.15453
C -0.46502 3.21808 -1.55184
C 1.11346 1.67242 0.67300
C 0.78740 0.31943 -1.73026
N -1.72726 1.30611 0.10045
O 1.04449 -2.34584 0.89237
O -1.25157 -1.74075 1.32283
Si -0.20490 1.56730 -0.65902
P 0.23080 -1.68041 2.09474
H -2.50903 1.80482 -0.20499
H 3.09312 -2.53047 1.31594
H 2.21360 -3.22038 -0.25452
H -2.56412 -2.71017 0.43654
H -2.44717 -3.36546 2.16184
H -1.26423 -3.76169 0.66701
H -0.86498 3.21218 -2.47854
H -1.04486 3.94053 -1.07174
H 0.37166 3.78725 -1.79222
H 0.73858 1.26208 1.55985
H 1.99192 1.13605 0.46930
H 1.45737 2.62391 1.12528
H 1.24733 -0.35407 -1.10081
H 0.05501 -0.30608 -2.39244
H 1.52132 0.85848 -2.21174
H -1.89224 0.88417 0.97412
*
```

=====

2 unconnected molecules or ions with the total composition C2H6N3O in a non-equilibrium geometry. Source: the Open Molecules 2025 dataset; level of theory: ωB97M-V/def2-TZVPD.

Its HOMO energy is -14.3 eV. The value obtained for the LUMO energy is -4.098 eV. As for the energy relative to the best compared isomer or geometry (same formula, charge and spin): 103.5 kcal per mole. Its total energy is -318.93734 a.u. The strongest force on any atom is 3.72 eV/A.

The geometry in ORCA input format:
```
! RIJCOSX wB97M-V def2-TZVPD def2/J DEFGRID3
* xyz 1 1
C 0.79284 -0.70880 -0.31290
C -2.06905 0.10876 0.10463
N 2.06065 1.38695 -0.18183
N 1.68717 0.09873 -0.36935
N 0.25680 -1.87948 -0.08702
O -0.94017 0.31912 -0.16254
H -2.86514 0.58470 -0.48928
H -2.39637 -0.72232 0.86901
H 1.73422 2.11347 0.48814
H 0.72471 -2.55421 0.52967
H -0.57897 -2.18983 -0.56438
H 2.97471 1.52490 -0.56315
*
```